DFT (ωB97M-V with the def2-TZVPD basis set) results for a molecular structure, C20H34F6GeNO4PPtS2 in a non-equilibrium geometry.

Calculated values
largest force on an atom = 1.09 eV/Å
total charge = 0
electronic energy = -137998.4894 eV
E_HOMO = -9.1 eV
energy above the lowest of the compared OMol25 structures with the same formula, charge and spin = 6.5 kcal per mole

Each line ends with the Mulliken charge.
Element x y z (Å)
1 Pt 0.18018 0.30919 -0.78135  2.723
2 F 1.56805 4.74525 2.05502  -0.222
3 C 0.44582 4.65256 1.35336  0.660
4 F 0.00843 5.87808 1.08502  -0.238
5 F -0.47081 4.02734 2.09068  -0.195
6 S 0.67459 3.73291 -0.26507  0.912
7 O -0.39773 2.76205 -0.29935  -0.643
8 O 0.72874 4.72919 -1.28498  -0.635
9 N 2.05571 3.02189 0.05445  -0.173
10 S 2.67736 1.96254 -0.89024  0.829
11 O 1.78299 1.55844 -1.99376  -0.855
12 O 3.30552 0.91845 -0.13808  -0.690
13 C 4.06036 2.80651 -1.76465  0.397
14 F 4.93018 3.26850 -0.87382  -0.206
15 F 3.60465 3.81227 -2.49728  -0.200
16 F 4.67080 1.92697 -2.55625  -0.191
17 C 0.63013 -2.57643 1.19458  -1.681
18 C -0.87856 -2.30161 1.28285  2.711
19 C -1.31390 -2.52665 2.73610  -1.667
20 C -1.62778 -3.29442 0.38564  -1.753
21 P -1.13302 -0.52073 0.76175  -1.242
22 C -0.54331 0.42133 2.21074  0.959
23 C 0.82035 0.71291 2.27335  -0.942
24 C 1.35290 1.39499 3.35924  -0.979
25 C 0.53199 1.78349 4.40278  -0.855
26 C -0.82459 1.48640 4.36126  -0.784
27 C -1.35789 0.81146 3.27716  -0.627
28 C -2.94061 -0.14166 0.45593  2.010
29 C -3.29890 -0.60510 -0.96274  -1.838
30 C -3.92992 -0.79323 1.43008  -1.782
31 C -3.11444 1.38528 0.48407  -1.637
32 H 0.80428 -3.62527 1.44716  0.564
33 H 1.19010 -1.96591 1.90411  0.288
34 H 1.02825 -2.38665 0.19810  0.259
35 H -1.09565 -3.56576 2.99555  0.561
36 H -2.37955 -2.36644 2.89248  0.283
37 H -0.76191 -1.89037 3.42714  0.273
38 H -1.28393 -4.30168 0.63290  0.547
39 H -1.44964 -3.14036 -0.67619  0.261
40 H -2.70361 -3.26987 0.55156  0.299
41 H 1.48789 0.40286 1.47694  0.718
42 H 2.40973 1.62608 3.37261  0.489
43 H 0.94270 2.32095 5.24765  0.389
44 H -1.47078 1.78559 5.17627  0.477
45 H -2.41361 0.58821 3.27576  0.156
46 H -3.24297 -1.68756 -1.08045  0.302
47 H -2.65600 -0.13682 -1.70452  0.265
48 H -4.32753 -0.29795 -1.16574  0.571
49 H -3.94157 -1.87833 1.35120  0.369
50 H -4.92962 -0.43778 1.16833  0.532
51 H -3.75858 -0.53135 2.47221  0.218
52 H -2.44698 1.87721 -0.22242  0.251
53 H -2.93965 1.82260 1.46401  0.359
54 H -4.14379 1.60908 0.19291  0.568
55 C 1.61788 -0.11665 -4.72250  -1.179
56 Ge 1.58256 -1.44531 -3.29568  0.734
57 C 1.19407 -3.18516 -4.12336  -1.393
58 C 3.28587 -1.60267 -2.35748  -1.143
59 C 0.03401 -1.21188 -2.07492  -0.747
60 H 2.35372 -0.41919 -5.46971  0.372
61 H 1.87529 0.87565 -4.36008  0.337
62 H 0.64315 -0.06751 -5.21049  0.344
63 H 1.98699 -3.43799 -4.82985  0.384
64 H 0.24903 -3.17101 -4.66764  0.387
65 H 1.14803 -3.97441 -3.37132  0.380
66 H 4.10491 -1.39696 -3.04834  0.381
67 H 3.40236 -2.62365 -1.98952  0.385
68 H 3.37002 -0.91947 -1.51566  0.293
69 H -0.10828 -2.19425 -1.62659  -0.269
70 H -0.85445 -1.00823 -2.68090  0.568